# 1
{"formula": "C16H19BrN4O3S", "method": "wB97M-V/def2-TZVPD", "homo_lumo_gap_ev": 9.03, "smiles": "Cc1cc(NC(=O)[C@@H]2CCCN(S(=O)(=O)c3cnc[nH]3)C2)ccc1Br", "charge": 0, "homo_energy_ev": -8.52, "relative_energy_kj_mol": 45.34, "elements": ["C", "C", "C", "C", "N", "C", "O", "C", "C", "C", "C", "N", "S", "O", "O", "C", "C", "N", "C", "N", "C", "C", "C", "C", "Br", "H", "H", "H", "H", "H", "H", "H", "H", "H", "H", "H", "H", "H", "H", "H", "H", "H", "H", "H"], "positions_angstrom": [[-0.2961, -0.9460, 2.4573], [-1.3263, -0.3685, 1.5429], [-1.0620, 0.8078, 0.8511], [-1.9904, 1.3675, -0.0207], [-1.8065, 2.5565, -0.7321], [-0.7565, 3.2974, -1.2006], [-1.0134, 4.3194, -1.8038], [0.6704, 2.8113, -1.0197], [1.6498, 3.8783, -1.5209], [3.0815, 3.3609, -1.4229], [3.2196, 2.0720, -2.2286], [2.2653, 1.0705, -1.7906], [2.6915, 0.2374, -0.4082], [4.1138, 0.0515, -0.4192], [2.0853, 0.7785, 0.7770], [2.0033, -1.3570, -0.7549], [0.7665, -1.9499, -0.7995], [0.8911, -3.2376, -1.1937], [2.1673, -3.4394, -1.3876], [2.8872, -2.3264, -1.1401], [0.8894, 1.5135, -1.8168], [-3.2278, 0.7358, -0.1741], [-3.5135, -0.4271, 0.5099], [-2.5652, -0.9733, 1.3580], [-2.9942, -2.5768, 2.2912], [0.6470, -0.4183, 2.3436], [-0.6264, -0.8699, 3.4936], [-0.1401, -2.0020, 2.2384], [-0.1055, 1.2664, 1.0239], [-2.6836, 2.9666, -1.0404], [0.8791, 2.6193, 0.0339], [1.5285, 4.7874, -0.9308], [1.4100, 4.1250, -2.5574], [3.3300, 3.1488, -0.3803], [3.7812, 4.1074, -1.8003], [4.2099, 1.6338, -2.1035], [3.0385, 2.2593, -3.2916], [-0.1921, -1.5328, -0.5681], [2.5942, -4.3699, -1.7027], [3.8832, -2.1702, -1.1774], [0.2838, 0.6990, -1.4171], [0.6146, 1.6771, -2.8643], [-3.9695, 1.1608, -0.8341], [-4.4702, -0.9103, 0.3864]], "forces_ev_per_angstrom": [[0.1135, 0.0212, 0.0581], [-0.2480, -0.1702, -0.0132], [-0.0944, 0.1514, -0.1252], [-0.0012, -0.4737, 0.2961], [-0.7497, 0.2029, -0.1301], [0.2318, -0.0538, 0.0470], [0.0897, 0.1974, -0.1284], [0.0394, 0.2474, -0.2544], [0.0199, -0.0571, 0.2262], [-0.1416, -0.0488, -0.2392], [0.6643, 0.3432, 0.1576], [0.4233, -0.5369, 0.6882], [-0.4999, -0.6129, -0.3948], [0.1306, 0.0515, -0.2139], [-0.0549, -0.0178, -0.2386], [0.1179, 0.4775, 0.2255], [0.1055, 0.4739, 0.1815], [-0.3209, -0.4322, -0.1051], [0.1256, 0.0535, -0.0185], [0.2861, -0.0024, -0.0695], [-0.5380, -0.0229, 0.2925], [0.1732, 0.0651, -0.0110], [0.0664, -0.0339, 0.1038], [-0.0096, -0.1147, 0.0633], [0.0083, 0.1349, -0.0946], [0.0357, -0.0048, 0.0463], [0.0112, -0.0513, 0.0601], [0.0327, -0.0342, 0.0332], [0.0625, 0.1037, -0.0058], [0.2701, 0.0156, 0.0204], [-0.0894, 0.0021, -0.0647], [-0.0382, 0.0177, -0.0917], [-0.0199, 0.0638, 0.0124], [0.1036, 0.0669, 0.0366], [0.0448, 0.0061, 0.0442], [0.0081, 0.1527, -0.2167], [-0.0071, -0.0708, 0.0423], [-0.1964, 0.1892, 0.0816], [0.2238, -0.1513, -0.0498], [-0.0123, -0.1500, -0.0380], [-0.2179, 0.0568, -0.1642], [-0.0153, -0.0685, 0.0661], [-0.0669, 0.0464, -0.1040], [-0.0661, -0.0324, -0.0117]], "mulliken_charge": [-2.049, 0.337, 0.317, 0.355, -0.092, -0.226, -0.699, 0.955, -1.317, -0.419, -1.054, 0.178, 1.308, -0.811, -0.618, -0.139, 0.140, -0.692, -0.518, -0.084, -0.974, -0.686, -0.850, 0.534, -0.183, 0.253, 0.518, 0.464, 0.349, 0.222, 0.371, 0.431, 0.415, 0.300, 0.444, 0.454, 0.436, 0.618, 0.426, 0.195, 0.232, 0.329, 0.399, 0.428]}


# 2
{"formula": "C16H19BrTi", "method": "wB97M-V/def2-TZVPD", "homo_lumo_gap_ev": [5.84, 5.84], "charge": 0, "homo_energy_ev": [-6.58, -6.58], "elements": ["C", "C", "C", "H", "C", "C", "H", "H", "H", "H", "Ti", "Br", "C", "C", "C", "H", "C", "C", "H", "H", "H", "H", "C", "C", "C", "C", "C", "C", "H", "H", "H", "H", "H", "H", "H", "H", "H"], "positions_angstrom": [[0.9433, -0.6788, -2.0175], [1.1520, 0.7518, -1.8448], [2.0178, 0.9345, -0.6835], [0.7441, 1.5426, -2.4817], [2.3228, -0.3667, -0.1315], [1.6450, -1.3702, -0.9444], [1.6665, -2.4519, -0.7677], [0.3457, -1.1415, -2.8092], [2.3468, 1.8936, -0.2770], [2.9490, -0.5743, 0.7455], [0.0179, 0.0305, -0.0175], [-0.6027, 2.6246, 0.0038], [-1.9639, -0.4588, 1.1867], [-1.2698, -1.6968, 0.9252], [-1.2455, -1.8933, -0.5323], [-0.8223, -2.3719, 1.6669], [-1.8978, -0.7552, -1.1507], [-2.3415, 0.1364, -0.0880], [-2.9055, 1.0654, -0.2323], [-2.1121, 0.0017, 2.1673], [-0.7978, -2.7521, -1.0470], [-2.0249, -0.5724, -2.2235], [-0.5146, 3.9641, 3.7806], [0.6333, 2.9446, 3.7397], [1.9635, 3.6862, 3.5820], [0.6435, 2.1319, 5.0314], [0.4653, 2.0643, 2.6883], [0.3349, 1.2220, 1.7569], [-0.3997, 4.6485, 4.6248], [-1.4701, 3.4637, 3.8920], [-0.5420, 4.5569, 2.8751], [2.1375, 4.3663, 4.4187], [2.7922, 2.9862, 3.5494], [1.9765, 4.2731, 2.6700], [-0.2928, 1.6008, 5.1654], [1.4493, 1.4055, 5.0260], [0.7858, 2.7738, 5.9028]], "forces_ev_per_angstrom": [[1.1167, 1.0121, 0.8570], [1.1996, -1.4214, 0.4101], [-0.0042, -1.1978, -0.6691], [0.1639, -0.3991, 0.4910], [-0.6439, 0.2178, -1.4446], [0.0938, 1.5108, -0.0387], [-0.0420, 0.6444, -0.1224], [0.3120, 0.2274, 0.5063], [-0.2890, -0.5089, -0.1633], [-0.5270, 0.2212, -0.4339], [-1.2986, 1.7672, 1.4196], [-0.9835, 0.7310, -2.5693], [0.2186, -0.0395, -1.2156], [-0.4488, 0.5234, -1.7078], [-0.6201, 0.8770, 1.3040], [-0.2627, 0.4514, -0.4381], [0.1242, -0.1327, 1.6721], [0.2974, -1.5521, 0.2623], [0.5377, -0.5862, 0.1487], [0.0865, -0.2644, -0.5570], [-0.2745, 0.5735, 0.2965], [0.0845, -0.1416, 0.6091], [0.0247, 0.1760, 0.2710], [0.2765, 1.9541, 2.2043], [0.1762, 0.2182, 0.2446], [0.0977, 0.1652, 0.6533], [-0.3833, -5.7006, -5.0965], [1.1318, 1.0063, 3.6868], [0.0965, -0.0358, 0.0335], [-0.1891, -0.1411, -0.0384], [-0.0129, 0.0720, -0.2690], [-0.0878, 0.0044, 0.0612], [0.1218, -0.1681, -0.0423], [-0.0426, 0.0610, -0.2126], [-0.1762, -0.1137, -0.0620], [0.1252, -0.1491, -0.0905], [0.0009, 0.1375, 0.0399]], "mulliken_charge": [-0.372, -0.365, -0.418, 0.390, -0.295, -0.413, 0.445, 0.519, 0.400, 0.434, -0.367, -0.444, -0.548, -0.456, -0.315, 0.387, -0.442, -0.394, 0.506, 0.503, 0.543, 0.454, -1.530, 1.891, -1.664, -1.628, 0.942, -1.149, 0.382, 0.344, 0.372, 0.387, 0.388, 0.362, 0.360, 0.389, 0.399]}


# 3
{"formula": "C16H19Cl2N3O5S", "method": "wB97M-V/def2-TZVPD", "homo_lumo_gap_ev": 9.77, "smiles": "CC(C)(C)OC(=O)NCCc1nnc(S(=O)(=O)Cc2ccc(Cl)cc2Cl)o1", "charge": 0, "homo_energy_ev": -9.66, "relative_energy_kj_mol": 0.00, "elements": ["C", "C", "C", "C", "O", "C", "O", "N", "C", "C", "C", "N", "N", "C", "S", "O", "O", "C", "C", "C", "C", "C", "Cl", "C", "C", "Cl", "O", "H", "H", "H", "H", "H", "H", "H", "H", "H", "H", "H", "H", "H", "H", "H", "H", "H", "H", "H"], "positions_angstrom": [[-2.8152, -1.7727, -0.0830], [-2.7757, -0.5191, -0.9537], [-2.2992, -0.8815, -2.3598], [-4.1332, 0.1810, -0.9926], [-1.7634, 0.4039, -0.4693], [-1.8125, 0.8702, 0.7810], [-2.6544, 0.6530, 1.6171], [-0.7421, 1.6959, 0.9919], [-0.3800, 2.1036, 2.3244], [-0.0435, 0.8991, 3.2381], [0.9332, 0.0129, 2.5800], [2.2115, -0.0693, 2.7786], [2.6927, -0.9755, 1.9096], [1.6901, -1.4039, 1.2186], [1.7172, -2.5593, -0.1652], [0.4379, -2.4641, -0.8050], [2.1386, -3.8387, 0.3127], [2.9946, -1.8147, -1.2394], [2.7655, -0.3481, -1.1959], [1.5940, 0.1795, -1.7324], [1.2898, 1.5239, -1.6256], [2.1750, 2.3668, -0.9649], [1.7975, 4.0410, -0.7869], [3.3570, 1.8755, -0.4343], [3.6485, 0.5246, -0.5535], [5.1201, -0.0534, 0.1202], [0.5397, -0.8193, 1.5848], [-1.8239, -2.2196, -0.0474], [-3.5096, -2.4892, -0.5125], [-3.1386, -1.5282, 0.9248], [-3.0427, -1.5000, -2.8533], [-1.3679, -1.4371, -2.2889], [-2.1393, 0.0191, -2.9474], [-4.4383, 0.4595, 0.0125], [-4.0757, 1.0787, -1.6049], [-4.8786, -0.4870, -1.4144], [-0.0292, 1.6829, 0.2784], [-1.2275, 2.6312, 2.7692], [0.4739, 2.7778, 2.2554], [0.3687, 1.2509, 4.1814], [-0.9674, 0.3438, 3.4077], [3.9561, -2.1109, -0.8333], [2.8364, -2.2432, -2.2258], [0.8977, -0.4835, -2.2200], [0.3775, 1.9112, -2.0502], [4.0448, 2.5323, 0.0730]], "forces_ev_per_angstrom": [[0.1370, 0.2604, 0.0506], [-0.5046, -0.3800, -0.1481], [0.0306, 0.1891, 0.4225], [0.3156, 0.0295, 0.1277], [0.0810, -0.0784, -0.2442], [0.4753, 0.5352, -0.0774], [-0.3319, -0.1802, 0.2770], [0.0900, 0.0372, -0.2885], [-0.2715, -0.1623, 0.2769], [-0.2762, 0.1462, -0.3069], [0.4037, -0.0864, 0.1252], [-0.5167, 0.8428, 0.7912], [0.3411, -1.3242, -1.0337], [0.3675, 0.0606, 0.1157], [0.1805, -0.5061, 0.1012], [-0.0434, 0.3613, -0.0906], [0.3392, 0.1188, 0.0564], [-0.4757, -0.2160, 0.7126], [0.1516, 0.5840, -0.2217], [0.1704, 0.1389, 0.0027], [0.1379, 0.1431, -0.0441], [0.0380, -0.3748, -0.0800], [-0.0413, 0.1529, 0.0174], [-0.0122, -0.0212, -0.0008], [-0.3034, 0.1035, -0.2157], [0.2979, 0.0531, 0.0107], [-0.3889, -0.0098, -0.0651], [0.0090, -0.0724, 0.0141], [-0.0758, -0.0917, -0.0928], [-0.0482, -0.0521, 0.0143], [-0.0864, -0.0739, -0.0542], [0.0965, -0.0707, -0.0609], [-0.0194, 0.1062, -0.1070], [-0.0649, 0.0012, 0.0151], [-0.0224, 0.0775, -0.0958], [-0.0725, -0.0811, -0.0796], [-0.0677, -0.0073, 0.0967], [0.1752, 0.0598, 0.0199], [-0.0628, 0.0011, -0.0114], [0.0188, -0.0974, 0.0131], [0.0569, 0.0325, 0.1093], [0.0194, -0.0707, -0.0108], [-0.1036, -0.1549, -0.0073], [-0.0946, -0.0456, -0.0648], [-0.1071, 0.0657, -0.0193], [0.0585, 0.0564, 0.0503]], "mulliken_charge": [-1.464, 1.712, -1.532, -1.781, -0.220, 0.589, -0.642, 0.079, -0.891, -0.750, 0.746, -0.696, -0.150, 0.121, 1.048, -0.528, -0.709, -1.265, -0.617, 0.316, -1.244, 1.149, -0.189, -0.723, 0.859, -0.196, 0.120, 0.189, 0.488, 0.373, 0.482, 0.151, 0.377, 0.373, 0.362, 0.464, 0.015, 0.350, 0.429, 0.419, 0.331, 0.458, 0.482, 0.312, 0.354, 0.447]}


# 4
{"formula": "C16H19Cl2N3O9Sn", "method": "wB97M-V/def2-TZVPD", "homo_lumo_gap_ev": [4.19, 4.06], "charge": -2, "homo_energy_ev": [-0.42, -0.42], "relative_energy_kj_mol": 0.00, "elements": ["C", "C", "C", "C", "C", "C", "C", "C", "C", "C", "Sn", "Cl", "Cl", "O", "H", "H", "H", "H", "H", "H", "H", "H", "H", "H", "H", "H", "H", "H", "H", "H", "O", "H", "O", "N", "O", "C", "C", "C", "C", "O", "C", "C", "N", "O", "O", "N", "O", "O", "H", "H"], "positions_angstrom": [[-0.7535, 0.6665, -3.6066], [-1.5886, -0.4556, -3.3297], [-0.7541, -1.5470, -2.9523], [-3.0611, -0.4716, -3.4221], [0.6005, -1.1247, -3.0858], [0.6015, 0.2544, -3.4474], [1.7885, 1.0886, -3.6631], [-1.2315, 2.0099, -3.9784], [-1.2339, -2.8590, -2.4800], [1.7767, -1.9903, -2.9503], [0.2541, 0.6876, 0.3405], [-2.1020, 0.1038, -0.0181], [-0.0192, 2.8966, -0.5533], [1.8245, -0.1330, -0.5760], [-3.4666, 0.5009, -3.1093], [-3.4647, -1.2735, -2.7907], [-3.4029, -0.6582, -4.4540], [-1.9098, -2.7478, -1.6171], [-0.3900, -3.4881, -2.1808], [-1.7883, -3.3782, -3.2741], [1.6278, -2.7230, -2.1539], [2.6757, -1.4161, -2.7264], [1.9473, -2.5375, -3.8884], [2.6188, 0.7083, -3.0646], [1.6215, 2.1311, -3.3790], [2.0913, 1.0693, -4.7195], [-2.0359, 2.3157, -3.2926], [-1.6371, 2.0356, -5.0027], [-0.4149, 2.7381, -3.9222], [2.5692, 0.0293, 0.0335], [2.4312, 2.7813, -1.0664], [2.8666, 3.4913, -0.5031], [-1.4192, -1.8041, 7.4396], [-0.7656, -0.7511, 7.3032], [-0.4550, -0.0223, 8.2692], [-0.3298, -0.3379, 5.9840], [-0.6509, -1.1183, 4.8602], [-0.2532, -0.6840, 3.5851], [0.4080, 0.5775, 3.4349], [0.5321, 1.2539, 2.3166], [0.8475, 1.2446, 4.6043], [0.4316, 0.8414, 5.8650], [1.7059, 2.4351, 4.3853], [1.3731, 3.4922, 4.9477], [2.7033, 2.2895, 3.6671], [-0.5236, -1.5725, 2.4875], [-1.1978, -2.5839, 2.6273], [0.0673, -1.3443, 1.3506], [-1.2204, -2.0395, 4.9619], [0.7057, 1.4188, 6.7444]], "forces_ev_per_angstrom": [[0.4764, -1.2659, 0.2422], [1.0176, 1.7414, -0.3363], [3.0214, 0.2579, -0.1874], [-0.3539, -0.0596, 0.1100], [-2.9858, -1.6976, 0.6148], [-1.9134, 1.1372, -0.6435], [0.4655, 0.1511, 0.0007], [-0.2862, 0.5123, -0.1325], [-0.2034, -0.4289, 0.1021], [0.5545, -0.4234, 0.0280], [-0.2720, 0.1455, -0.6216], [0.6347, 0.2993, -0.0097], [-1.5314, -1.1320, 0.9135], [-0.7343, 0.0073, 1.0650], [-0.0322, -0.3004, -0.0101], [-0.0907, 0.2732, -0.0772], [0.0883, 0.0474, 0.1521], [0.1978, -0.0719, -0.1478], [-0.2230, 0.0101, 0.0138], [-0.0059, -0.1294, 0.1127], [0.1420, 0.0316, -0.0218], [-0.0381, -0.0626, 0.0727], [0.1075, -0.0453, 0.0732], [-0.0183, 0.3187, 0.0114], [0.1466, -0.1416, 0.2121], [-0.0145, -0.0506, -0.0459], [0.2149, 0.2001, -0.1625], [0.0217, 0.0731, 0.1003], [-0.2549, -0.0362, 0.0843], [-0.2120, 0.2592, -0.5524], [2.3047, 0.9840, 0.8147], [-0.7211, -1.2380, -0.9725], [0.9643, 1.5587, -0.3626], [-0.2634, -0.2715, 1.3169], [-0.4853, -1.0456, -1.1833], [0.3012, 0.3797, -0.6845], [0.1101, 0.3878, 0.2180], [-0.4261, -1.3497, -0.2951], [0.0141, 0.6678, -0.8605], [0.0241, -0.6161, -0.1479], [-0.3697, -0.6632, -0.2417], [0.1417, -0.0620, 0.3009], [0.5331, 0.5944, -0.1012], [0.5952, -1.4376, -0.6753], [-1.6412, 0.3616, 1.4143], [0.8739, 2.7078, 1.0671], [-0.9760, -1.3856, 0.5598], [1.0078, 0.7058, -0.8250], [0.2093, 0.2752, -0.0988], [-0.1156, -0.1734, -0.2034]], "mulliken_charge": [0.531, 0.541, 0.897, -1.506, 0.448, 0.729, -1.684, -1.647, -1.739, -1.715, 1.604, -0.434, -0.435, -0.536, 0.334, 0.350, 0.320, 0.317, 0.397, 0.318, 0.372, 0.327, 0.300, 0.369, 0.437, 0.255, 0.340, 0.297, 0.350, 0.230, -0.896, 0.007, -0.630, 0.975, -0.652, -0.215, -0.664, -0.227, 1.318, -0.713, -0.458, -0.526, 0.922, -0.606, -0.518, 0.939, -0.787, -0.680, 0.545, 0.498]}


E_tot? In order: -4038.0740, -4044.4814, -2480.1483, -2596.9500 hartree.